Entry 1:
ORCA calculation (ωB97M-V with the def2-TZVPD basis set) on 2 unconnected molecules or ions with the total composition C9H9N3S in a non-equilibrium geometry.

Atoms and positions in Å:
C1 1.15 2.07 0.16
C2 0.97 -0.71 1.48
C3 0.34 -0.64 0.14
H1 0.25 -1.11 2.10
N1 0.87 2.85 0.94
C4 2.73 0.55 -0.91
C5 -3.19 0.70 -0.66
H2 -3.62 0.93 1.36
H3 -0.10 -2.62 -0.59
C6 0.65 -1.84 -0.79
C7 -0.98 -0.10 0.07
S1 -1.90 -0.16 -1.44
H4 1.86 -1.29 1.52
H5 -4.14 0.80 -1.20
H6 1.08 1.42 -1.86
C8 1.42 1.08 -0.81
C9 -2.86 0.90 0.67
H7 1.23 0.23 1.90
H8 0.50 -1.49 -1.73
N2 -1.67 0.41 1.08
N3 3.79 0.14 -0.91
H9 1.63 -2.12 -0.50

Output
- Max |F|: 3.92 eV/Å
- Highest occupied orbital energy (alpha / beta): -9.0 / -9.0 eV
- Calculated total energy: -24781.2056 eV
- Kohn-Sham gap (alpha / beta): 0.2903 / 0.2903 Ha
- Net charge: 0
- ΔE to the lowest compared entry with this formula, charge and spin: 327.0 kJ/mol
- LUMO (alpha / beta): -0.0418 / -0.0419 Eh

***

Entry 2:
ORCA calculation (ωB97M-V with the def2-TZVPD basis set) on a molecular structure, C4H15N5 in a non-equilibrium geometry.

Atoms and positions in Å:
C1 1.28 -0.36 -0.90
H1 1.21 0.37 -1.71
H2 -0.47 0.09 1.36
H3 -1.96 1.48 -0.73
N1 -1.50 -2.15 0.79
H4 2.19 -0.95 -0.97
N2 -1.31 1.37 0.03
H5 -0.50 -2.21 0.62
N3 1.19 2.06 0.31
N4 1.61 0.83 0.58
C2 -2.90 -0.96 -0.78
H6 -0.13 1.92 0.10
H7 -1.66 -2.23 1.79
C3 3.06 0.74 0.75
C4 -1.25 0.20 0.61
H8 3.33 -0.29 0.98
H9 -2.38 -0.94 -1.74
N5 -1.96 -0.90 0.34
H10 -3.44 -1.89 -0.69
H11 3.61 1.07 -0.14
H12 0.44 -1.04 -1.09
H13 1.77 2.53 -0.40
H14 3.33 1.37 1.60
H15 -3.59 -0.12 -0.72

Output
- Max |F|: 2.88 eV/Å
- Highest occupied orbital energy: -6.7 eV
- Calculated total energy: -11836.6298 eV
- Kohn-Sham gap: 0.2742 Ha
- Net charge: 0
- ΔE to the lowest compared entry with this formula, charge and spin: 473.3 kJ/mol
- LUMO: 0.0273 Eh

***

Entry 3:
ORCA calculation (ωB97M-V with the def2-TZVPD basis set) on 6 unconnected molecules or ions with the total composition C57H76N3O12 in a non-equilibrium geometry.

Atoms and positions in Å:
H1 -2.56 0.21 5.84
O1 10.20 4.51 -1.08
H2 8.17 3.78 -2.51
H3 -6.82 -3.65 3.63
N1 -0.98 -0.41 -2.21
H4 8.04 -3.93 -2.21
C1 -4.01 0.20 -1.02
H5 -0.49 -0.53 -3.09
C2 3.02 2.23 2.14
H6 -3.98 3.56 -1.83
C3 12.33 4.97 -4.50
H7 -2.50 5.59 2.14
H8 -0.42 -3.12 -0.16
H9 -2.54 1.08 3.06
H10 0.85 -2.32 0.84
C4 5.02 -2.86 -0.79
C5 10.24 4.06 -6.24
H11 -5.40 2.12 0.18
H12 -1.42 -1.83 3.93
H13 -5.17 -4.15 5.17
H14 -5.03 2.51 -2.75
H15 -2.32 -0.91 1.24
C6 1.04 -7.61 0.80
H16 -4.81 3.59 1.99
H17 7.23 6.15 1.82
H18 3.67 0.66 -0.08
O2 3.17 -7.97 -0.14
C7 -9.48 1.84 -2.75
C8 11.08 5.20 -4.13
H19 7.60 -1.92 -3.63
C9 6.35 5.21 0.05
H20 0.68 -8.52 0.34
C10 -3.47 1.50 -1.61
C11 12.64 4.27 -5.78
C12 -2.23 -1.22 -2.16
C13 4.80 -1.79 -1.55
C14 2.23 -5.27 1.95
H21 -0.77 -7.06 1.76
N2 1.17 -0.42 -1.32
H22 -0.98 0.30 3.41
C15 -2.03 -0.59 0.25
C16 6.66 4.51 -1.22
C17 -11.25 0.18 -2.37
O3 5.20 5.40 0.40
C18 -3.48 -3.18 0.57
C19 -4.52 2.62 -1.78
H23 1.27 0.97 1.79
H24 -4.92 -1.94 -0.42
H25 -2.65 1.91 -1.01
C20 11.49 3.83 -6.62
H26 11.74 3.33 -7.54
H27 -3.92 -2.89 -1.49
C21 -3.89 -2.27 -0.58
C22 -2.56 -0.23 4.83
H28 -2.31 -3.65 5.45
H29 -3.25 -2.60 1.46
H30 -3.03 -3.41 3.17
O4 5.50 -0.41 -3.30
H31 -6.02 4.86 -0.98
C23 8.74 5.42 0.53
C24 9.93 4.76 -4.96
C25 -10.73 1.57 -2.40
C26 -4.01 4.16 1.50
H32 2.60 -4.37 2.43
C27 -5.70 4.20 -0.18
H33 13.18 5.27 -3.91
H34 -4.20 -2.15 3.59
C28 -5.69 -3.46 1.83
C29 -4.78 -4.18 4.15
H35 -5.05 -4.60 0.08
H36 2.87 2.26 3.22
C30 7.92 4.28 -1.59
H37 -2.60 -3.77 0.29
C31 6.23 -3.70 -1.00
C32 2.36 0.94 1.62
H38 5.81 4.21 -1.82
C33 -3.74 -3.08 3.95
H39 4.05 -5.83 1.02
H40 4.35 -3.16 0.00
H41 -0.78 -2.52 1.46
H42 -6.57 2.47 -1.06
O5 0.10 -4.88 2.86
H43 -3.62 -0.32 4.56
H44 2.74 0.07 2.17
H45 -3.54 -2.50 6.02
N3 -0.61 -0.98 0.07
H46 9.59 5.73 1.13
H47 -10.71 -1.91 -2.74
H48 -2.85 -0.93 -3.01
H49 -8.35 -1.41 -3.40
H50 -4.41 0.38 -0.01
C34 -1.86 0.76 3.87
C35 -3.03 -0.99 -0.86
H51 -6.45 4.27 0.62
C36 -5.96 -4.16 3.16
H52 -3.20 3.44 1.29
H53 4.71 2.92 0.94
C37 0.27 -6.84 1.56
H54 3.94 -1.15 -1.41
C38 2.60 0.73 0.14
H55 -4.26 -5.14 4.07
H56 -3.47 4.89 3.45
H57 -5.40 -2.42 1.99
C39 9.06 4.72 -0.74
C40 7.17 -3.30 -2.08
H58 2.48 3.09 1.72
H59 -4.16 -4.96 1.55
C41 7.49 5.65 0.90
H60 5.06 2.76 2.67
O6 -4.46 4.71 0.28
H61 -4.84 -0.14 -1.65
H62 -3.04 1.30 -2.59
H63 -1.96 -2.28 -2.29
H64 2.16 1.53 -0.46
O7 6.44 -4.67 -0.31
C42 6.94 -2.23 -2.84
C43 2.47 -7.28 0.56
H65 -6.29 -5.18 2.96
C44 3.01 -6.05 1.20
H66 -9.08 2.84 -2.78
H67 -1.53 1.66 4.37
O8 -12.38 -0.06 -2.04
H68 9.38 3.76 -6.83
C45 -0.21 -2.32 0.56
H69 10.83 5.70 -3.20
C46 -5.59 2.77 -0.68
C47 -10.31 -0.91 -2.76
C48 -9.05 -0.64 -3.11
H70 4.95 1.33 1.66
H71 -1.11 -1.60 5.64
O9 -7.39 1.00 -3.45
C49 -2.89 -2.76 5.18
H72 1.57 -0.12 -2.20
C50 -1.91 -1.61 4.90
H73 -11.43 2.35 -2.11
O10 2.03 -0.55 -0.27
C51 -3.51 5.26 2.41
C52 -0.13 -0.63 -1.16
C53 -8.54 0.75 -3.13
H74 -6.64 -3.42 1.28
H75 -2.02 0.51 0.28
C54 5.73 -1.39 -2.63
C55 -4.61 -4.15 0.97
C56 0.81 -5.60 2.19
O11 13.78 4.06 -6.12
H76 -4.19 6.11 2.39
C57 4.52 2.32 1.83
O12 8.78 4.96 -4.62

Output
- Max |F|: 1.32 eV/Å
- Highest occupied orbital energy: -11.4 eV
- Calculated total energy: -89368.6861 eV
- Kohn-Sham gap: 0.2880 Ha
- Net charge: +1
- ΔE to the lowest compared entry with this formula, charge and spin: 0.0 kJ/mol
- LUMO: -0.1309 Eh

***

Entry 4:
ORCA calculation (ωB97M-V with the def2-TZVPD basis set) on a molecular structure, C21H23N3O13PS2TcTe.

Atoms and positions in Å:
N1 -0.04 -1.85 0.97
N2 0.56 -3.83 0.25
O1 3.07 1.86 -0.50
C1 -5.01 0.68 -1.38
O2 -1.19 3.75 6.35
H1 -1.13 4.12 3.25
C2 1.65 -3.30 0.92
H2 2.68 0.22 -3.57
H3 4.96 -0.88 -3.68
O3 1.02 3.32 6.06
O4 2.37 -0.36 -1.60
C3 4.49 -0.63 -2.72
O5 -2.69 -0.57 0.85
S1 -3.81 -1.25 0.04
O6 1.01 0.64 0.12
H4 -0.30 -0.71 3.35
H5 5.54 1.43 1.71
H6 0.36 -5.92 0.26
Tc1 -0.86 0.06 0.39
C4 1.27 -2.07 1.35
H7 3.34 0.47 1.03
C5 2.99 -0.58 -2.88
H8 4.78 -1.38 -1.99
S2 -1.60 -1.20 -2.69
O7 -1.82 -2.62 -2.65
C6 -0.45 0.36 3.38
C7 -0.48 2.48 4.52
P1 1.83 1.08 -1.14
H9 2.57 -3.84 1.01
C8 -3.45 0.49 -3.65
H10 -0.35 -5.06 -1.14
O8 -5.03 -1.11 0.78
C9 3.61 1.50 0.78
H11 -5.62 0.73 -0.49
C10 -0.42 -2.93 0.30
O9 -3.39 -2.56 -0.35
H12 1.83 -1.33 1.89
C11 -5.29 1.48 -2.48
C12 0.49 -5.10 -0.45
O10 -1.80 3.92 0.65
O11 -1.55 1.81 -0.06
H13 5.36 2.72 0.52
C13 -0.28 1.10 4.53
H14 2.58 -1.52 -3.24
H15 3.15 2.15 1.53
H16 -2.80 0.44 -4.51
H17 4.88 0.34 -2.40
C14 -1.04 2.27 2.20
H18 -4.73 1.98 -4.49
H19 5.55 1.05 -0.02
H20 1.40 -5.24 -1.02
O12 -0.93 -0.67 -3.84
C15 -3.96 -0.22 -1.41
C16 -3.15 -0.30 -2.55
C17 5.11 1.69 0.74
Te1 0.96 2.48 -2.80
C18 -1.49 2.78 0.86
H21 -6.11 2.18 -2.43
O13 -0.86 -0.77 -1.44
H22 -1.39 -3.06 -0.17
C19 -4.52 1.37 -3.62
N3 -0.80 0.95 2.23
C20 -0.90 3.06 3.32
C21 -0.19 3.31 5.77
H23 0.03 0.61 5.45

Output
- Max |F|: 0.81 eV/Å
- 2S+1: 4
- Highest occupied orbital energy (alpha / beta): -5.2 / -5.2 eV
- Calculated total energy: -93696.2308 eV
- ⟨S²⟩: 3.77
- Kohn-Sham gap (alpha / beta): 0.2600 / 0.2099 Ha
- Net charge: -1
- ΔE to the lowest compared entry with this formula, charge and spin: 69.7 kJ/mol
- LUMO (alpha / beta): 0.0701 / 0.0201 Eh

***

Entry 5:
ORCA calculation (ωB97M-V with the def2-TZVPD basis set) on a molecular structure, C33H57ClN2O2SiY in a non-equilibrium geometry.

Atoms and positions in Å:
H1 -1.07 4.89 -1.42
H2 2.25 -3.79 0.37
C1 -0.46 4.09 1.12
H3 1.84 4.72 -1.47
C2 -0.21 0.28 -4.29
H4 1.32 -3.66 -1.57
C3 0.20 -4.76 3.71
H5 2.23 -2.56 -5.77
H6 3.88 0.55 -3.04
H7 0.44 3.50 1.41
O1 1.06 -1.30 -0.02
C4 1.21 1.35 -1.26
H8 0.42 -5.82 3.82
C5 -2.39 1.77 2.74
H9 4.66 2.15 -3.21
H10 -3.78 0.25 0.95
Si1 2.41 2.44 -2.26
C6 -2.72 -2.59 2.67
H11 -0.80 -1.16 5.92
C7 1.86 3.04 -3.95
H12 0.04 0.41 -5.36
H13 -1.81 -5.10 2.98
H14 0.83 -2.81 -4.70
H15 0.72 -1.68 -6.08
H16 -0.31 1.29 -3.85
C8 -1.46 -0.06 4.15
H17 -2.27 0.01 -4.80
H18 2.59 -1.13 3.62
H19 -2.74 -0.67 -0.17
C9 -3.41 0.20 -0.09
C10 1.38 -2.05 -5.28
H20 -1.02 4.29 2.05
H21 2.78 3.84 -0.21
C11 0.42 -3.06 -1.63
C12 0.11 -2.38 -0.32
H22 -4.06 2.75 3.59
H23 1.80 2.23 -4.70
H24 2.69 -1.26 -3.75
H25 2.64 3.76 -4.29
C13 -2.28 3.22 -2.11
H26 2.09 -4.12 4.54
H27 2.36 -2.78 1.83
C14 2.67 4.03 -1.29
H28 -4.21 2.53 1.84
H29 -3.55 1.50 -2.47
H30 2.78 -1.83 -1.09
H31 -0.11 5.05 0.73
C15 1.90 -0.92 -4.42
C16 2.51 -1.70 -0.04
H32 -2.11 0.02 6.17
H33 0.13 -3.10 0.51
H34 -3.36 -2.33 3.53
H35 -1.43 -1.52 -4.50
C17 -1.87 2.14 0.39
C18 0.88 -2.45 3.95
C19 -3.50 2.77 2.65
C20 4.03 1.53 -2.55
C21 -1.50 3.92 -1.19
C22 -1.35 -3.01 3.09
H36 -2.72 1.49 4.81
H37 1.06 0.37 -1.80
H38 -1.91 -0.48 -3.13
C23 2.73 -2.92 0.81
H39 3.60 4.49 -1.67
C24 1.88 -1.43 4.41
C25 -1.52 -0.48 -4.16
H40 -0.88 -1.89 -0.33
H41 0.51 -2.33 -2.45
H42 -3.13 3.79 2.49
H43 -0.41 -3.74 -1.88
H44 4.57 1.38 -1.60
H45 -3.22 -3.42 2.15
H46 2.49 -1.85 5.23
H47 -2.47 -1.51 5.36
C26 -1.30 3.40 0.09
H48 2.33 -0.11 -5.05
C27 -0.36 -2.05 3.39
H49 1.74 1.20 -0.30
N1 -1.61 1.55 1.68
H50 3.81 -3.12 0.88
H51 0.90 3.57 -3.90
C28 -2.90 2.02 -1.77
H52 1.42 -0.51 4.80
C29 -2.17 1.12 3.95
Cl1 2.26 1.67 2.13
C30 -1.71 -0.73 5.48
H53 -4.28 -0.01 -0.73
H54 3.05 -0.82 0.35
H55 -2.45 3.65 -3.10
N2 -0.66 -0.65 3.25
C31 -2.73 1.47 -0.50
H56 -2.73 -1.72 1.99
Y1 0.27 0.38 1.35
C32 1.13 -3.81 4.10
H57 0.22 1.84 -1.13
C33 -1.05 -4.36 3.23
O2 0.88 -0.36 -3.57

Output
- Max |F|: 1.58 eV/Å
- Highest occupied orbital energy: -10.8 eV
- Calculated total energy: -63664.3833 eV
- Kohn-Sham gap: 0.3109 Ha
- Net charge: +1
- LUMO: -0.0861 Eh

***

Entry 6:
ORCA calculation (ωB97M-V with the def2-TZVPD basis set) on C2HClF3N in the gas phase in a non-equilibrium geometry.

Atoms and positions in Å:
C1 -0.87 0.48 -0.17
F1 -1.51 1.58 -0.62
N1 0.48 0.46 -0.57
C2 1.17 -0.40 0.18
F2 -1.12 0.35 1.16
H1 0.52 -1.02 0.87
Cl1 2.84 -0.83 -0.07
F3 -1.52 -0.63 -0.77

Output
- Max |F|: 4.23 eV/Å
- SMILES: FC(F)(F)/N=C/Cl
- Highest occupied orbital energy: -11.8 eV
- Calculated total energy: -24254.6652 eV
- Kohn-Sham gap: 0.4184 Ha
- Net charge: 0
- ΔE to the lowest compared entry with this formula, charge and spin: 27.7 kJ/mol
- LUMO: -0.0149 Eh

***

Entry 7:
ORCA calculation (ωB97M-V with the def2-TZVPD basis set) on 2 unconnected molecules or ions with the total composition C3H10NS2.

Atoms and positions in Å:
H1 -2.14 0.66 -1.11
C1 -0.28 1.44 1.75
H2 0.84 -0.49 0.52
N1 0.16 -0.11 -0.16
H3 -0.30 0.69 2.55
H4 0.33 -2.27 -2.65
S1 0.91 -3.06 -1.74
H5 -0.93 2.26 2.07
H6 -0.32 -0.94 -0.52
H7 -2.59 1.86 0.23
S2 2.62 -1.85 -1.57
C2 -1.89 1.14 -0.18
H8 0.73 1.84 1.66
C3 -0.77 0.88 0.47
H9 0.69 0.29 -0.94
H10 2.94 -2.36 -0.37

Output
- Max |F|: 0.46 eV/Å
- Highest occupied orbital energy: -12.7 eV
- Calculated total energy: -26426.4231 eV
- Kohn-Sham gap: 0.3395 Ha
- Net charge: +1
- ΔE to the lowest compared entry with this formula, charge and spin: 108.7 kJ/mol
- LUMO: -0.1270 Eh

***

Entry 8:
ORCA calculation (ωB97M-V with the def2-TZVPD basis set) on a molecular structure, C40H32CaClN4O3SSi in a non-equilibrium geometry.

Atoms and positions in Å:
H1 3.71 -3.78 -5.43
C1 1.39 1.91 4.75
H2 3.94 -1.25 4.84
H3 4.24 -2.38 -3.48
C2 -2.22 -1.65 3.07
H4 3.29 -2.04 0.68
H5 1.67 -3.34 -6.76
C3 2.52 -1.11 -3.67
C4 -1.56 2.38 -0.08
H6 -2.80 -3.39 0.97
C5 3.46 -1.04 3.89
H7 -6.21 -0.13 5.28
C6 -5.29 0.45 5.19
H8 -0.63 -2.55 -3.31
H9 3.54 5.26 -4.44
H10 -4.30 -2.01 5.70
C7 4.38 2.24 -3.14
C8 2.55 0.04 3.81
C9 -3.39 3.63 -1.05
C10 -2.19 2.06 -2.41
H11 1.28 4.32 -4.06
C11 -3.83 -1.56 4.84
N1 2.21 -0.51 1.48
C12 3.05 -2.97 -5.15
H12 -3.80 3.26 -3.13
C13 1.91 -2.72 -5.90
C14 0.94 1.29 2.43
H13 0.70 -0.08 -4.16
H14 5.26 1.65 -2.90
H15 0.18 -1.48 -6.12
H16 -2.02 1.56 -3.35
C15 -2.85 -3.83 -1.13
C16 -0.79 2.14 1.11
H17 -4.93 0.66 6.20
H18 -2.60 -4.08 -3.26
H19 -2.77 3.83 0.97
O1 0.30 -1.88 3.30
C17 3.42 4.26 -4.02
H20 1.18 2.58 5.57
S1 -0.72 -2.41 2.44
C18 -3.65 0.26 3.28
C19 4.54 3.50 -3.69
H21 5.53 3.90 -3.85
Ca1 0.71 -0.41 -0.28
H22 -5.53 1.40 4.71
C20 3.35 -2.18 -4.05
N2 -0.60 -2.24 -1.29
H23 -2.19 0.00 1.72
C21 2.01 2.48 -3.25
H24 4.40 -2.64 2.83
H25 -3.74 -4.44 -1.06
O2 -0.48 0.77 -1.45
C22 1.07 -1.68 -5.54
N3 0.28 1.43 1.20
O3 -0.92 -3.84 2.50
C23 0.74 2.12 3.53
H26 0.07 2.96 3.44
C24 -3.17 3.00 -2.29
H27 -3.97 1.23 2.94
C25 2.16 3.74 -3.81
N4 -0.50 -1.87 0.95
Cl1 -4.67 4.81 -0.90
C26 -1.13 -2.79 -2.38
H28 2.77 0.70 5.85
C27 -2.33 -3.24 0.01
C28 3.12 1.69 -2.91
C29 -2.64 -0.42 2.61
C30 -1.15 -2.47 -0.09
C31 -2.60 3.33 0.03
C32 2.27 0.88 4.90
C33 1.91 0.25 2.56
C34 3.08 -1.48 1.59
H29 -1.21 2.63 2.00
C35 -2.82 -2.23 4.17
C36 1.38 -0.89 -4.44
H30 -2.48 -3.21 4.50
H31 1.01 2.09 -3.06
C37 -2.23 -3.61 -2.36
C38 -4.24 -0.30 4.41
C39 3.72 -1.80 2.79
H32 4.36 -0.38 -1.98
Si1 2.88 -0.05 -2.10
C40 -1.35 1.69 -1.32

Output
- Max |F|: 2.06 eV/Å
- Highest occupied orbital energy: -4.0 eV
- Calculated total energy: -103781.7666 eV
- Kohn-Sham gap: 0.2081 Ha
- Net charge: -1
- ΔE to the lowest compared entry with this formula, charge and spin: 68.4 kJ/mol
- LUMO: 0.0626 Eh

***

Question: Which value of net charge does entry 5 give?
Answer: +1

***

Question: Which value of net charge does entry 7 give?
Answer: +1

***

Question: Which of these has the highest max |F|?
Answer: C2HClF3N